Record 1
The following is a quantum chemistry calculation of a cluster of 2 separate species, C3H10NO in total in a non-equilibrium geometry, from the Open Molecules 2025 dataset.

CARTESIAN COORDINATES (ANGSTROEM)
1 C -0.2841 0.0736 -2.0767
2 N -0.4018 -1.1442 -1.0476
3 H 0.6167 0.7316 -1.8341
4 H -1.2665 0.5330 -2.1010
5 H -0.1816 -0.4332 -2.9959
6 H 0.5382 -1.4989 -1.1013
7 H -0.7567 -0.8623 -0.1458
8 H -1.2192 -1.7098 -1.2874
9 C 1.1634 1.1611 1.8541
10 C 0.3369 0.0441 1.8254
11 O -0.9997 0.0768 1.5392
12 H 0.8566 2.1234 1.9496
13 H 2.1832 0.9468 1.7839
14 H 0.7744 -0.9620 1.7811
15 H -1.3598 0.9200 1.8566

Values from the calculation:
* ΔE to the lowest compared entry with this formula, charge and spin: 182.7 kJ/mol
* electronic energy: -6802.4169 eV
* E_HOMO: -12.98 eV
* total charge: +1
* frontier orbital gap: 0.34455 hartree

Charges obtained by natural (NBO) population analysis, quoted in units of e: -0.3981, -0.7049, 0.2589, 0.2376, 0.2259, 0.4511, 0.4622, 0.4447, -0.4639, 0.1011, -0.7304, 0.2057, 0.2183, 0.1829, 0.5090

***

Record 2
The following is a quantum chemistry calculation of a cluster of 2 separate species, C3H10NO in total in a non-equilibrium geometry, from the Open Molecules 2025 dataset.

CARTESIAN COORDINATES (ANGSTROEM)
1 C 2.4074 0.8755 0.5312
2 C 1.3334 -0.1248 0.2304
3 C 0.1121 -0.0467 0.7288
4 N -0.9271 -1.0137 0.2190
5 H 2.2698 1.2991 1.5241
6 H 2.2344 1.7570 -0.0836
7 H 3.3812 0.4724 0.2728
8 H 1.6051 -1.0218 -0.2671
9 H -0.3011 0.5864 1.5046
10 H -0.3883 -1.7909 -0.1628
11 H -1.5683 -0.5040 -0.4409
12 H -1.4354 -1.4416 0.9978
13 H -2.8787 -0.1806 -2.3333
14 H -3.2569 0.8676 -1.1932
15 O -2.5877 0.2662 -1.5280

Values from the calculation:
* ΔE to the lowest compared entry with this formula, charge and spin: 63.4 kJ/mol
* electronic energy: -6803.6536 eV
* E_HOMO: -14.37 eV
* total charge: +1
* frontier orbital gap: 0.40839 hartree

Charges obtained by natural (NBO) population analysis, quoted in units of e: -0.6600, -0.1168, -0.0895, -0.7134, 0.2434, 0.2504, 0.2471, 0.2093, 0.2290, 0.4325, 0.4797, 0.4304, 0.5138, 0.5112, -0.9670

***

Record 3
The following is a quantum chemistry calculation of a cluster of 2 separate species, C3H10NO2 in total in a non-equilibrium geometry, from the Open Molecules 2025 dataset.

CARTESIAN COORDINATES (ANGSTROEM)
1 C -0.1605 -0.9606 0.2075
2 O -0.6139 -0.5746 1.4412
3 C 0.1749 0.2322 -0.8887
4 C -0.6399 0.3242 -2.2023
5 N 0.1534 1.5326 -0.2042
6 H -0.9310 -1.6718 -0.2127
7 H 0.8790 -1.3646 0.3636
8 H 1.3241 0.0848 -1.2418
9 H -1.6620 0.0402 -1.9737
10 H -0.5962 1.3014 -2.7606
11 H -0.5302 -0.4429 -2.9171
12 H -0.4186 1.3223 0.7029
13 H 1.0895 1.6497 0.1173
14 H 0.3628 -0.5257 2.3660
15 H 0.5081 -0.4156 3.9844
16 O 1.0604 -0.5318 3.2183

Values from the calculation:
* ΔE to the lowest compared entry with this formula, charge and spin: 98.9 kJ/mol
* electronic energy: -8857.7685 eV
* E_HOMO: -3.79 eV
* total charge: -1
* frontier orbital gap: 0.29412 hartree

Charges obtained by natural (NBO) population analysis, quoted in units of e: -0.0512, -0.8963, -0.0623, -0.6327, -0.8875, 0.1189, 0.1259, 0.1258, 0.1943, 0.2002, 0.1886, 0.3922, 0.3453, 0.4929, 0.4306, -1.0848

***

Record 4
The following is a quantum chemistry calculation of a cluster of 2 separate species, C3H10NO2 in total, from the Open Molecules 2025 dataset.

CARTESIAN COORDINATES (ANGSTROEM)
1 C -0.5354 -0.7694 -1.3541
2 N -0.1280 0.3671 -0.5725
3 C 0.2204 0.0439 0.8310
4 C -1.0827 -0.0845 1.6313
5 O -1.8148 1.0401 1.4899
6 H -1.0137 -0.4697 -2.2717
7 H -1.1738 -1.4626 -0.7949
8 H 0.3266 -1.3141 -1.7745
9 H -0.9105 1.0069 -0.3869
10 H 0.7830 0.8864 1.2328
11 H 0.8429 -0.8499 0.8779
12 H -0.8493 -0.3059 2.7016
13 H -1.5860 -0.9962 1.2214
14 H 2.5940 1.7012 -0.8468
15 H 1.7134 0.4370 -0.8881
16 O 2.6138 0.7696 -1.0964

Values from the calculation:
* ΔE to the lowest compared entry with this formula, charge and spin: 93.4 kJ/mol
* electronic energy: -8857.8260 eV
* E_HOMO: -2.62 eV
* total charge: -1
* frontier orbital gap: 0.24892 hartree

Charges obtained by natural (NBO) population analysis, quoted in units of e: -0.4134, -0.7053, -0.2606, -0.0384, -0.9701, 0.1840, 0.1724, 0.1667, 0.4121, 0.1767, 0.1558, 0.0863, 0.0669, 0.4572, 0.5026, -0.9929

***

Record 5
The following is a quantum chemistry calculation of a cluster of 2 separate species, C3H10NO2 in total in a non-equilibrium geometry, from the Open Molecules 2025 dataset.

CARTESIAN COORDINATES (ANGSTROEM)
1 C 1.6639 -0.4898 -0.9756
2 C 0.7861 -0.7178 0.1589
3 C -0.5444 0.2031 0.1434
4 O -1.3713 0.1171 1.2874
5 N 3.1020 -0.9626 -0.7805
6 H 1.8630 0.5998 -0.9988
7 H 1.3058 -0.8788 -1.9699
8 H 0.4398 -1.7711 0.1192
9 H 1.2599 -0.4668 1.1796
10 H -1.1454 -0.1605 -0.6674
11 H -0.0465 1.1476 0.1952
12 H 3.4994 -0.4330 -1.5614
13 H 3.5097 -0.5257 0.0292
14 H -3.3841 1.3348 -0.6442
15 H -2.4529 0.9230 0.7890
16 O -3.3782 1.5074 0.3416

Values from the calculation:
* spin multiplicity: 2
* ΔE to the lowest compared entry with this formula, charge and spin: 97.9 kJ/mol
* electronic energy: -8853.1782 eV
* E_HOMO (alpha / beta): 4.09 / -0.72 eV
* total charge: -2
* frontier orbital gap (alpha / beta): 0.09925 / 0.27507 hartree

Charges obtained by natural (NBO) population analysis, quoted in units of e: -0.6686, -0.4489, -0.0569, -0.9406, -1.0703, 0.1312, 0.1632, 0.1592, 0.1724, 0.1227, 0.1302, 0.1881, 0.2969, 0.4263, 0.5133, -1.1183

***

Record 6
The following is a quantum chemistry calculation of a cluster of 2 separate species, C3H10NO2 in total in a non-equilibrium geometry, from the Open Molecules 2025 dataset.

CARTESIAN COORDINATES (ANGSTROEM)
1 C -0.7628 0.2936 1.1135
2 N -0.2169 0.5333 -0.2341
3 C 0.7963 -0.4854 -0.6574
4 C 2.2793 -0.1167 -0.3613
5 O 2.4472 1.2045 -0.1865
6 H -1.3526 1.1524 1.4253
7 H -0.0047 0.0800 1.8762
8 H -1.4235 -0.5771 1.1140
9 H 0.4766 1.2680 -0.0641
10 H 0.6235 -0.6267 -1.7268
11 H 0.4728 -1.3740 -0.1112
12 H 3.0323 -0.5948 -1.0062
13 H 2.5338 -0.5944 0.6143
14 H -2.4795 0.5105 -0.6692
15 H -3.0746 -0.7979 -0.5732
16 O -3.3472 0.1248 -0.5532

Values from the calculation:
* spin multiplicity: 2
* ΔE to the lowest compared entry with this formula, charge and spin: 54.8 kJ/mol
* electronic energy: -8855.2477 eV
* E_HOMO (alpha / beta): -9.72 / -9.75 eV
* frontier orbital gap (alpha / beta): 0.38625 / 0.28386 hartree

Charges obtained by natural (NBO) population analysis, quoted in units of e: -0.4327, -0.6360, -0.2646, -0.1629, -0.2910, 0.2154, 0.1677, 0.1886, 0.3732, 0.2043, 0.1897, 0.2046, 0.2467, 0.4779, 0.4546, -0.9355